Record 1
Below is 11 unconnected molecules or ions with the total composition C38H62O29 at a distorted geometry, with properties calculated with ωB97M-V with the def2-TZVPD basis set.

Last column: Mulliken charge in e.
Element x y z (Å)
C 1.54 -1.90 5.85  -1.48
C 0.13 -2.40 5.65  0.42
C -0.90 -1.25 5.49  -0.71
O -1.52 -1.54 4.24  0.17
C -0.94 -2.57 3.62  0.27
O -1.27 -3.01 2.56  -0.50
O 0.11 -3.01 4.34  -0.41
H 2.26 -2.65 5.53  0.35
H 1.72 -1.71 6.91  0.41
H 1.77 -1.00 5.27  0.33
H -0.17 -3.09 6.43  0.43
H -0.34 -0.32 5.41  0.25
H -1.62 -1.16 6.30  0.50
C 4.06 -2.36 -3.47  -1.46
C 4.59 -1.06 -2.91  0.89
C 4.50 -1.05 -1.36  0.26
O 5.79 -0.61 -0.96  -0.35
C 6.65 -0.65 -1.99  0.49
O 7.81 -0.40 -1.92  -0.57
O 6.00 -0.98 -3.13  -0.41
H 4.58 -3.25 -3.10  0.38
H 4.17 -2.34 -4.55  0.36
H 3.01 -2.50 -3.22  0.25
H 4.04 -0.20 -3.30  0.12
H 4.36 -2.08 -1.01  0.49
H 3.73 -0.44 -0.90  -0.49
C -5.02 1.21 4.69  -1.64
C -3.54 0.90 4.66  1.36
C -2.79 1.61 3.50  0.93
O -1.81 2.42 4.18  -0.37
C -1.86 2.21 5.51  0.48
O -1.11 2.70 6.30  -0.55
O -2.91 1.43 5.84  -0.47
H -5.19 2.27 4.50  0.41
H -5.52 0.80 5.56  0.39
H -5.46 0.63 3.87  0.33
H -3.39 -0.18 4.64  -0.40
H -3.54 2.09 2.88  0.39
H -2.18 0.94 2.90  -0.86
C -1.22 2.10 -3.13  -1.08
C -2.40 2.25 -2.19  2.28
C -2.13 3.25 -1.07  0.73
O -3.20 4.23 -1.23  -0.45
C -4.06 3.82 -2.17  0.40
O -5.10 4.32 -2.42  -0.56
O -3.58 2.72 -2.83  -0.53
H -1.04 3.01 -3.70  0.51
H -1.43 1.32 -3.87  0.12
H -0.36 1.79 -2.54  -0.17
H -2.54 1.30 -1.67  -1.04
H -1.20 3.80 -1.20  0.09
H -2.16 2.87 -0.05  -0.37
C -5.33 -2.90 3.33  -1.52
C -4.67 -2.64 2.00  0.37
C -5.58 -2.54 0.74  -0.39
O -5.05 -1.41 0.04  -0.46
C -4.10 -0.83 0.80  0.21
O -3.39 0.05 0.42  -0.31
O -4.17 -1.28 2.06  0.02
H -5.54 -3.96 3.48  0.41
H -6.30 -2.40 3.41  0.39
H -4.65 -2.59 4.12  0.21
H -3.81 -3.27 1.78  0.30
H -6.60 -2.31 1.05  0.38
H -5.51 -3.50 0.23  0.32
C -0.17 0.52 -7.52  -1.57
C -0.47 -0.69 -6.71  0.48
C 0.42 -1.91 -6.97  -0.61
O 0.79 -2.37 -5.68  -0.33
C 0.43 -1.45 -4.74  0.20
O 0.74 -1.56 -3.60  -0.32
O -0.18 -0.41 -5.31  0.07
H -0.72 1.39 -7.17  0.35
H -0.56 0.34 -8.53  0.42
H 0.90 0.65 -7.64  0.37
H -1.51 -1.02 -6.73  0.30
H 1.29 -1.67 -7.58  0.32
H -0.09 -2.72 -7.49  0.30
C 7.48 0.58 3.63  -1.45
C 6.64 0.70 2.38  0.57
C 5.56 -0.37 2.14  -0.57
O 4.45 0.40 1.67  0.05
C 4.73 1.72 1.71  0.53
O 3.96 2.57 1.39  -0.56
O 5.93 1.94 2.27  -0.43
H 7.04 1.21 4.42  0.38
H 8.46 1.03 3.46  0.34
H 7.57 -0.43 4.01  0.37
H 7.28 0.68 1.49  0.25
H 5.22 -0.89 3.04  0.39
H 5.91 -1.04 1.37  0.19
C -2.77 -1.52 -3.09  0.13
C -2.40 -2.93 -2.75  0.90
C -3.56 -3.74 -2.20  -0.20
O -4.15 -4.33 -3.37  -0.41
C -3.25 -4.26 -4.38  0.55
O -3.44 -4.69 -5.47  -0.54
O -2.12 -3.65 -3.98  -0.37
H -1.93 -1.09 -3.66  -0.75
H -2.74 -0.86 -2.22  -0.37
H -3.61 -1.37 -3.77  0.64
H -1.52 -2.98 -2.11  0.20
H -4.30 -3.13 -1.68  -0.06
H -3.31 -4.54 -1.50  0.29
C 0.59 -0.98 -0.10  -1.00
C 0.08 0.03 0.91  1.84
C 1.07 0.26 2.05  1.10
O 1.15 1.69 2.15  -0.47
C 0.59 2.25 1.08  0.38
O 0.56 3.40 0.79  -0.57
O -0.02 1.31 0.29  0.78
H 0.91 -1.91 0.37  0.74
H 1.40 -0.60 -0.73  -0.36
H -0.17 -1.28 -0.84  -0.29
H -0.91 -0.29 1.22  -1.50
H 2.07 -0.10 1.79  -0.07
H 0.72 -0.18 2.99  -0.50
C 2.24 1.98 -2.27  -0.41
O 3.48 1.90 -1.58  -0.60
H 1.70 1.03 -2.25  -0.08
H 1.65 2.80 -1.86  0.40
H 2.46 2.20 -3.32  0.44
H 3.36 2.12 -0.65  0.23
C 1.83 7.02 0.19  -0.27
O 1.83 7.68 1.44  -0.52
H 2.03 5.97 0.39  0.00
H 0.84 7.04 -0.28  0.22
H 2.58 7.37 -0.53  0.28
H 1.28 8.46 1.39  0.30

orbital gap: 9.76 eV
relative energy (zero: lowest compared OMol25 entry of this formula, charge and spin): 0.0 kcal/mol

Record 2
Below is a molecular structure, C42H56BF4N4O4PTeTi at a distorted geometry, with properties calculated with ωB97M-V with the def2-TZVPD basis set.

Last column: Löwdin spin population.
Element x y z (Å)
Ti 0.02 -0.57 -0.15  0.62
C 2.84 -1.79 -3.39  0.00
C 1.69 -1.52 -2.67  0.01
N 1.68 -0.90 -1.50  0.00
C 2.87 -0.47 -1.00  0.00
C 4.09 -0.75 -1.63  0.00
C 4.06 -1.42 -2.85  0.00
C 5.31 -0.36 -0.99  0.00
C 5.29 0.24 0.22  0.00
C 4.05 0.55 0.86  0.00
C 3.99 1.11 2.15  0.00
C 2.76 1.32 2.72  0.00
C 1.61 1.03 2.00  0.00
N 1.64 0.53 0.77  0.00
C 2.85 0.24 0.24  0.00
H 2.78 -2.29 -4.34  0.00
H 0.73 -1.82 -3.07  0.00
H 4.98 -1.65 -3.37  0.00
H 6.25 -0.59 -1.48  0.00
H 6.22 0.49 0.72  0.00
H 4.90 1.34 2.68  0.00
H 2.67 1.72 3.72  0.00
H 0.64 1.16 2.46  0.00
C 1.66 2.16 -2.66  0.00
C 0.29 2.75 -2.42  0.00
C 0.10 4.12 -2.61  0.00
C -1.14 4.70 -2.41  0.00
C -2.21 3.90 -2.05  0.00
C -2.07 2.53 -1.88  0.00
C -3.29 1.70 -1.55  0.00
C -0.79 1.97 -2.04  0.00
N -0.65 0.54 -1.83  0.06
C -1.25 -0.21 -2.71  0.08
C -1.63 0.26 -4.09  0.01
C -1.56 -1.56 -2.31  0.14
C -2.31 -2.48 -3.21  0.02
N -1.19 -1.87 -1.08  0.00
C -1.65 -3.13 -0.54  0.00
C -2.87 -3.14 0.13  0.00
C -3.69 -1.88 0.26  0.00
C -3.33 -4.34 0.65  0.00
C -2.60 -5.51 0.51  0.00
C -1.39 -5.48 -0.16  0.00
C -0.90 -4.30 -0.70  0.00
C 0.41 -4.30 -1.45  0.00
H 2.27 2.85 -3.23  0.00
H 1.60 1.22 -3.21  0.00
H 2.17 1.98 -1.71  0.00
H 0.95 4.72 -2.91  0.00
H -1.27 5.76 -2.54  0.00
H -3.19 4.34 -1.92  0.00
H -4.00 2.31 -0.99  0.00
H -3.05 0.83 -0.94  0.00
H -3.79 1.36 -2.46  0.00
H -1.25 1.26 -4.27  0.00
H -2.71 0.27 -4.23  0.00
H -1.21 -0.42 -4.83  0.00
H -1.81 -2.58 -4.17  0.01
H -3.31 -2.08 -3.40  0.01
H -2.42 -3.46 -2.76  0.00
H -3.06 -1.01 0.41  0.00
H -4.37 -1.95 1.11  0.00
H -4.30 -1.71 -0.63  0.00
H -4.29 -4.35 1.17  0.00
H -2.98 -6.44 0.91  0.00
H -0.81 -6.39 -0.28  0.00
H 0.87 -5.29 -1.39  0.00
H 1.10 -3.58 -1.02  0.00
H 0.26 -4.06 -2.50  0.00
F -2.37 2.61 1.16  0.00
B -2.19 1.54 1.96  0.00
F -1.16 0.53 0.89  0.04
F -3.22 0.69 2.13  0.00
F -1.36 1.72 3.01  0.00
C 1.37 -6.40 2.26  0.00
C 2.19 -5.13 2.14  0.00
C 2.87 -4.81 3.46  0.00
C 3.23 -5.26 1.03  0.00
O 1.22 -4.09 1.75  0.00
P 1.47 -2.54 1.90  0.00
O 2.82 -2.12 1.50  0.00
O 0.33 -1.92 1.02  0.00
O 1.20 -2.15 3.40  0.00
C -0.05 -2.26 4.18  0.00
C 0.38 -2.57 5.60  0.00
C -0.98 -3.36 3.66  0.00
C -0.75 -0.92 4.10  0.00
H 2.03 -7.24 2.49  0.00
H 0.85 -6.61 1.32  0.00
H 0.63 -6.31 3.06  0.00
H 3.57 -5.60 3.71  0.00
H 2.13 -4.73 4.26  0.00
H 3.41 -3.86 3.40  0.00
H 3.95 -6.04 1.29  0.00
H 3.76 -4.32 0.90  0.00
H 2.75 -5.53 0.08  0.00
H 0.71 -3.60 5.70  0.00
H -0.46 -2.40 6.27  0.00
H 1.20 -1.91 5.90  0.00
H -0.48 -4.33 3.69  0.00
H -1.30 -3.17 2.63  0.00
H -1.86 -3.40 4.30  0.00
H -0.11 -0.13 4.50  0.00
H -1.68 -0.94 4.67  0.00
H -0.99 -0.69 3.07  0.00
C 2.54 5.07 1.43  0.00
Te 0.70 4.03 1.08  0.00
C -0.49 5.79 1.24  0.00
H 2.73 5.79 0.63  0.00
H 3.34 4.34 1.47  0.00
H 2.48 5.60 2.39  0.00
H -0.44 6.18 2.25  0.00
H -1.51 5.51 1.00  0.00
H -0.14 6.54 0.52  0.00

orbital gap (spin up / spin down): 5.89 / 5.49 eV
2S+1: 2
<S²>: 0.763
relative energy (zero: lowest compared OMol25 entry of this formula, charge and spin): 7.4 kcal/mol
charge: +1

Record 3
Below is 2 unconnected molecules or ions with the total composition C2H10N2O at a distorted geometry, with properties calculated with ωB97M-V with the def2-TZVPD basis set.

Last column: Löwdin spin population.
Element x y z (Å)
C 0.02 1.58 -0.66  0.05
N 0.44 0.40 0.14  0.61
C -0.27 -0.74 -0.36  0.04
N -0.40 -0.97 -1.90  0.21
H 0.06 2.41 -0.02  0.01
H 0.47 1.81 -1.55  0.02
H -1.07 1.44 -0.83  0.00
H 1.49 0.39 0.30  0.01
H -1.18 -0.90 0.09  0.02
H 0.30 -1.72 0.14  0.01
H 0.64 -0.76 -2.29  0.00
H -1.10 -0.37 -2.20  0.01
H -0.41 -0.28 3.20  0.00
H 0.62 -1.61 3.08  0.00
O 0.41 -0.67 2.86  0.02

orbital gap (spin up / spin down): 12.12 / 7.03 eV
2S+1: 2
<S²>: 0.758
relative energy (zero: lowest compared OMol25 entry of this formula, charge and spin): 40.1 kcal/mol
charge: +1

Record 4
Below is C6H10 in the gas phase at a distorted geometry, with properties calculated with ωB97M-V with the def2-TZVPD basis set.

Last column: Mulliken charge in e.
Element x y z (Å)
C 0.24 1.39 1.49  -1.27
C 0.24 -0.04 0.90  0.49
C -1.05 -0.66 0.33  -0.96
C -0.23 -1.14 -0.88  0.36
C -0.06 -0.13 -1.92  -0.96
C 0.94 -0.35 -0.37  -0.73
H -0.45 1.56 2.33  0.32
H 1.24 1.68 1.83  0.34
H -0.04 2.10 0.69  0.31
H 0.96 -1.04 1.05  0.21
H -1.55 -1.43 0.93  0.29
H -1.80 0.09 0.05  0.29
H -0.16 -2.19 -1.13  0.37
H -0.69 0.76 -1.98  0.23
H 0.40 -0.43 -2.87  0.27
H 2.01 -0.18 -0.47  0.46

orbital gap: 8.89 eV
relative energy (zero: lowest compared OMol25 entry of this formula, charge and spin): 95.1 kcal/mol

Record 5
Below is 2 unconnected molecules or ions with the total composition C6H10O at a distorted geometry, with properties calculated with ωB97M-V with the def2-TZVPD basis set.

Last column: Mulliken charge in e.
Element x y z (Å)
C 2.78 1.12 0.16  -0.22
C 1.68 0.68 -0.06  -0.54
C -0.75 0.01 -1.40  -1.47
C -1.02 1.16 0.82  -1.46
C -0.42 -1.29 0.69  -0.72
C -0.50 0.06 0.06  1.28
O 0.22 -2.40 -0.08  -0.56
H 3.79 1.62 -0.04  0.32
H -1.41 -0.76 -1.54  0.46
H -0.99 1.02 -1.81  0.37
H 0.15 -0.26 -1.97  0.32
H -0.53 1.18 1.86  0.33
H -0.86 2.09 0.26  0.38
H -2.06 1.09 1.05  0.44
H -1.36 -1.72 0.99  0.42
H 0.25 -1.36 1.54  0.35
H 1.04 -2.24 -0.54  0.31

orbital gap: 9.51 eV
relative energy (zero: lowest compared OMol25 entry of this formula, charge and spin): 123.2 kcal/mol

Record 6
Below is a molecular structure, C8H14F12InN4O20S9 at a distorted geometry, with properties calculated with ωB97M-V with the def2-TZVPD basis set.

Last column: Mulliken charge in e.
Element x y z (Å)
In -28.28 -18.27 9.58  0.99
C -25.31 -18.43 16.10  0.72
F -24.49 -17.91 15.31  -0.20
F -25.44 -19.66 15.61  -0.21
F -24.93 -18.27 17.41  -0.21
S -27.09 -17.57 15.72  0.97
O -28.06 -18.62 15.32  -0.65
O -27.49 -16.92 16.97  -0.55
N -26.76 -16.64 14.35  -0.32
S -26.37 -15.26 15.01  0.98
O -27.58 -14.46 15.23  -0.51
O -25.35 -15.36 16.06  -0.52
C -25.38 -14.66 13.46  0.70
F -24.70 -13.50 13.73  -0.22
F -24.46 -15.56 13.23  -0.20
F -26.20 -14.57 12.41  -0.21
N -32.86 -15.68 9.57  -0.12
S -34.03 -14.97 8.76  1.11
O -33.75 -13.55 8.40  -0.50
O -35.43 -15.44 8.97  -0.48
F -33.72 -15.72 7.33  -0.29
S -33.30 -14.59 10.85  1.02
O -34.69 -14.59 11.32  -0.45
O -32.42 -13.42 11.10  -0.48
F -32.62 -15.87 11.69  -0.30
N -27.47 -23.40 8.91  -0.21
S -27.54 -24.46 9.95  1.10
O -26.31 -24.87 10.76  -0.51
O -28.49 -25.55 9.72  -0.51
F -28.35 -23.61 10.98  -0.25
S -27.24 -24.50 7.59  1.10
O -28.36 -24.52 6.67  -0.51
O -26.30 -25.58 7.82  -0.49
F -26.32 -23.46 6.84  -0.24
N -26.12 -14.96 6.14  -0.16
S -25.21 -15.13 4.92  1.06
O -24.08 -14.19 4.92  -0.51
O -25.86 -15.65 3.66  -0.48
F -24.43 -16.37 5.57  -0.28
S -26.83 -13.54 5.50  1.08
O -27.79 -13.76 4.43  -0.50
O -26.16 -12.28 5.70  -0.51
F -27.84 -13.45 6.70  -0.25
C -30.37 -18.35 0.20  -0.58
C -29.90 -19.78 -0.06  -0.64
C -29.65 -20.51 1.26  -0.65
S -30.90 -19.80 2.41  1.00
O -30.14 -19.42 3.64  -0.61
O -32.19 -20.47 2.52  -0.63
C -31.35 -18.37 1.34  -0.65
H -30.81 -17.86 -0.67  0.34
H -29.49 -17.76 0.46  0.28
H -29.09 -19.90 -0.78  0.37
H -30.65 -20.35 -0.61  0.30
H -28.67 -20.26 1.66  0.36
H -29.68 -21.60 1.18  0.40
H -31.53 -17.47 1.92  0.40
H -32.25 -18.68 0.80  0.32
C -34.42 -21.55 8.68  -0.46
C -34.13 -22.97 8.16  -0.26
O -34.05 -23.91 9.22  -0.52
O -33.40 -20.99 9.45  -0.50
H -35.36 -21.54 9.23  0.28
H -34.61 -20.87 7.86  0.35
H -33.15 -23.00 7.69  0.30
H -34.97 -23.11 7.49  0.22
H -33.47 -24.64 8.97  0.31
H -33.36 -20.04 9.32  0.29

orbital gap: 1.34 eV
charge: -1

Record 7
Below is 13 unconnected molecules or ions with the total composition C33H56O31 at a distorted geometry, with properties calculated with ωB97M-V with the def2-TZVPD basis set.

Last column: Mulliken charge in e.
Element x y z (Å)
C 8.64 25.97 -29.30  0.56
C 9.74 26.62 -30.15  -0.21
O 9.51 27.99 -29.90  -0.41
C 8.84 28.14 -28.72  0.42
O 8.56 29.20 -28.27  -0.54
O 8.53 26.93 -28.22  0.03
H 9.08 25.07 -28.88  -0.56
H 7.64 25.86 -29.72  0.26
H 9.68 26.32 -31.20  0.35
H 10.75 26.46 -29.76  0.15
C 7.51 18.44 -24.78  -0.25
C 6.80 19.66 -25.38  0.40
O 6.39 19.20 -26.66  -0.15
C 6.80 17.92 -26.87  0.50
O 6.40 17.24 -27.76  -0.57
O 7.42 17.42 -25.78  -0.37
H 7.06 18.15 -23.83  0.31
H 8.57 18.67 -24.68  0.14
H 7.54 20.46 -25.36  -0.65
H 5.91 19.90 -24.81  0.51
C 10.01 20.76 -22.00  -0.63
C 10.07 21.82 -23.16  0.96
O 8.80 22.39 -23.10  -0.18
C 7.92 21.42 -22.69  0.48
O 6.74 21.53 -22.68  -0.53
O 8.63 20.44 -22.11  -0.38
H 10.16 21.23 -21.03  0.34
H 10.70 19.93 -22.14  0.35
H 10.31 21.24 -24.06  -0.55
H 10.86 22.51 -22.89  0.24
C 6.37 20.13 -29.71  0.98
C 5.17 20.27 -30.63  -0.40
O 5.68 20.91 -31.79  -0.36
C 6.85 21.50 -31.48  0.57
O 7.49 22.19 -32.21  -0.59
O 7.18 21.23 -30.21  -0.11
H 6.98 19.24 -29.85  0.25
H 6.06 20.31 -28.69  -0.92
H 4.34 20.83 -30.19  0.21
H 4.78 19.28 -30.88  0.34
C 9.52 27.49 -21.14  -0.33
C 9.84 28.70 -22.02  -0.34
O 9.69 28.20 -23.34  -0.34
C 9.02 27.03 -23.33  0.44
O 8.79 26.44 -24.34  -0.21
O 8.85 26.63 -22.06  -0.35
H 8.82 27.66 -20.33  0.26
H 10.41 26.95 -20.79  0.26
H 10.83 29.07 -21.76  0.29
H 9.12 29.51 -21.90  0.30
C 3.14 25.60 -29.27  -0.32
C 3.57 24.25 -28.79  0.62
O 3.76 23.57 -30.02  -0.27
C 4.27 24.51 -30.88  0.62
O 4.78 24.30 -31.93  -0.52
O 4.00 25.74 -30.40  -0.36
H 3.36 26.36 -28.52  0.27
H 2.08 25.67 -29.52  0.23
H 2.78 23.80 -28.16  0.19
H 4.37 24.21 -28.05  -0.47
C 8.59 23.83 -26.02  0.26
C 9.17 22.73 -26.91  2.61
O 7.99 22.11 -27.40  0.45
C 6.90 22.85 -27.13  -0.42
O 5.81 22.46 -27.42  0.11
O 7.23 23.93 -26.40  -0.20
H 9.03 24.81 -26.16  0.21
H 8.74 23.55 -24.97  -0.27
H 9.82 22.02 -26.40  -1.59
H 9.80 23.20 -27.66  -0.85
C 4.45 24.94 -24.59  0.06
C 5.49 25.77 -23.78  0.12
O 5.29 27.07 -24.34  -0.40
C 4.73 27.00 -25.55  0.69
O 4.67 27.84 -26.39  -0.53
O 4.33 25.73 -25.75  -0.25
H 3.55 24.81 -24.00  0.33
H 4.92 23.97 -24.76  -0.04
H 6.55 25.53 -23.80  -0.29
H 5.22 25.80 -22.72  0.33
C 14.38 23.50 -24.20  -0.44
C 14.16 22.19 -23.34  -0.50
O 12.94 21.70 -23.86  -0.33
C 12.67 22.22 -25.05  0.17
O 11.85 21.85 -25.82  -0.17
O 13.43 23.31 -25.23  -0.03
H 15.33 23.45 -24.72  0.29
H 14.22 24.38 -23.58  0.33
H 14.07 22.54 -22.32  0.31
H 15.00 21.51 -23.48  0.30
O 3.12 20.71 -27.44  -0.69
H 4.07 20.89 -27.44  0.25
H 2.74 21.45 -26.97  0.30
C 12.09 25.68 -26.81  -0.31
C 13.41 25.42 -27.57  -0.21
O 14.40 26.45 -27.61  -0.60
H 11.29 25.13 -27.31  -0.42
H 11.77 26.71 -26.94  0.56
H 12.14 25.50 -25.74  0.34
H 13.13 25.13 -28.58  0.26
H 13.89 24.60 -27.04  0.08
H 14.70 26.51 -26.70  0.34
C 10.33 19.35 -27.43  0.53
C 11.19 18.23 -26.92  -0.65
O 10.43 17.42 -26.03  -0.45
H 9.35 19.05 -27.81  0.07
H 10.79 19.86 -28.27  0.16
H 10.13 20.05 -26.62  -0.60
H 12.01 18.67 -26.33  0.20
H 11.64 17.70 -27.77  0.40
H 10.71 16.50 -26.11  0.25
C 12.39 22.45 -29.27  -0.31
C 13.79 22.26 -29.87  -0.51
O 13.68 22.02 -31.28  -0.58
H 12.53 22.71 -28.22  -0.21
H 11.80 21.54 -29.40  0.30
H 11.89 23.23 -29.85  0.36
H 14.20 21.31 -29.49  0.32
H 14.52 23.04 -29.71  0.29
H 12.92 21.46 -31.48  0.30

orbital gap: 9.28 eV
relative energy (zero: lowest compared OMol25 entry of this formula, charge and spin): 11.8 kcal/mol

Per-record E_tot, eV: -99791.069; -109867.431; -7253.486; -6379.735; -8425.899; -190714.205; -98599.600